(1)
{"formula": "C4H7NO", "method": "ωB97M-V/def2-TZVPD", "symbols": ["C", "O", "C", "C", "N", "C", "H", "H", "H", "H", "H", "H", "H"], "coordinates": [[0.60605, 1.22938, 0.11637], [1.47130, -0.00267, -0.25082], [0.76645, -1.20316, -0.12225], [-0.69122, -0.58731, 0.29657], [-1.88434, -0.10066, -0.34611], [-0.54621, 0.55329, -0.53304], [1.21535, 2.10323, -0.31831], [0.36253, 1.30811, 1.30060], [0.75040, -1.80375, -1.00926], [1.29239, -1.71861, 0.61998], [-0.77584, -0.34191, 1.32926], [-2.47690, 0.21856, 0.48149], [-0.08997, 0.34550, -1.56449]], "forces_ev_per_a": [[0.8570, -0.2335, 1.9643], [1.4346, 2.4241, 0.7319], [-2.5784, 0.4946, 0.5437], [2.3012, -2.9220, 0.0461], [-1.1144, 0.6779, 0.4494], [-0.7605, 2.2779, -2.7238], [-1.2969, -1.3629, 0.6249], [1.2443, 0.2502, -2.6897], [-0.0665, -0.0192, -0.8284], [0.1517, -1.2479, 1.5327], [0.6957, -0.2407, 0.8641], [0.9061, -0.1228, -1.6944], [-1.7739, 0.0243, 1.1793]], "homo_energy_ev": -9.10, "lumo_energy_ha": 0.0341, "multiplicity": 1, "smiles": "C1OC[C@@H]2N[C@@H]12", "largest_force_ha_per_bohr": 0.07234, "e_above_lowest_ev": 6.335, "gap_ev": 10.0}

---

(2)
{"formula": "C5H14O", "method": "ωB97M-V/def2-TZVPD", "symbols": ["C", "C", "C", "H", "H", "H", "H", "H", "H", "H", "H", "C", "C", "O", "H", "H", "H", "H", "H", "H"], "coordinates": [[-0.44752, 1.47518, 0.04315], [-0.32634, 2.42531, -1.15550], [0.23092, 1.71250, -2.40362], [-1.15325, 1.82812, 0.78455], [0.50109, 1.23414, 0.50150], [-0.87426, 0.51506, -0.27275], [-1.28370, 2.89450, -1.40308], [0.21121, 3.28413, -0.73986], [-0.33664, 1.95165, -3.29871], [1.26751, 2.02078, -2.53195], [0.12415, 0.66358, -2.27379], [-0.61572, -2.65491, 1.72943], [0.66919, -2.27467, 1.00730], [1.29841, -1.38175, 1.93110], [-1.21676, -1.74758, 1.80073], [-0.37186, -3.03976, 2.71417], [-1.24143, -3.33665, 1.15047], [1.33406, -3.12247, 0.83970], [0.44269, -1.78129, 0.06040], [1.78824, -0.66588, 1.51675]], "forces_ev_per_a": [[-0.9584, -0.6317, -0.6793], [-0.5733, 0.1153, 0.6646], [0.1520, 1.5973, 0.4726], [0.1410, 0.3452, 0.3689], [0.3286, 0.1831, 0.1688], [0.0595, 0.0266, -0.0860], [-0.2204, -0.4482, 0.1479], [0.6168, -0.0510, -0.7521], [0.0834, 0.2804, -0.1018], [0.0897, -0.4337, -0.3137], [0.2790, -0.9990, 0.1185], [-0.1843, 0.1976, -0.9088], [-0.2051, 0.3529, 0.7056], [0.2901, 0.2829, 0.1379], [0.0797, 0.0468, 0.3796], [-0.1845, -0.1012, 0.0599], [0.2469, -0.3586, 0.1278], [-0.0810, -0.1271, -0.1540], [0.0917, -0.0161, -0.0697], [-0.0514, -0.2615, -0.2867]], "homo_energy_ev": -10.31, "lumo_energy_ha": 0.0335, "multiplicity": 1, "smiles": "CCC.CCO", "largest_force_ha_per_bohr": 0.03253, "e_above_lowest_ev": 0.928, "gap_ev": 11.2}

---

(3)
{"formula": "C30H80N6O14Zn", "method": "ωB97M-V/def2-TZVPD", "symbols": ["Zn", "O", "C", "O", "O", "H", "O", "C", "O", "O", "H", "C", "C", "C", "O", "H", "H", "H", "H", "H", "H", "H", "H", "C", "C", "C", "O", "C", "N", "H", "H", "H", "H", "H", "H", "H", "H", "H", "H", "H", "C", "C", "C", "O", "C", "N", "H", "H", "H", "H", "H", "H", "H", "H", "H", "H", "H", "C", "C", "C", "O", "C", "N", "H", "H", "H", "H", "H", "H", "H", "H", "H", "H", "H", "C", "C", "C", "O", "C", "N", "H", "H", "H", "H", "H", "H", "H", "H", "H", "H", "H", "C", "C", "C", "O", "C", "N", "H", "H", "H", "H", "H", "H", "H", "H", "H", "H", "H", "C", "C", "C", "O", "C", "N", "H", "H", "H", "H", "H", "H", "H", "H", "H", "H", "H", "C", "O", "H", "H", "H", "H"], "coordinates": [[2.94046, -0.88579, 0.74975], [-0.58705, 0.51342, 0.31938], [0.57279, -0.05009, 0.39813], [1.49874, -0.01773, -0.41656], [0.97538, -0.61707, 1.41844], [-0.92166, 0.16529, 1.14910], [4.89507, -2.41263, -2.16950], [4.23172, -1.86400, -1.18834], [3.25990, -2.41702, -0.58495], [4.53415, -0.75183, -0.78641], [4.36294, -3.18914, -2.35786], [-0.46158, -1.96479, 5.20520], [-1.72860, -2.47185, 4.56566], [-1.61124, -3.07832, 3.18121], [-2.18498, -3.53169, 5.39745], [-0.68687, -1.55663, 6.19047], [0.03783, -1.19627, 4.61524], [0.21720, -2.77394, 5.47472], [-2.45654, -1.66255, 4.62258], [-2.54469, -3.43460, 2.74550], [-0.85502, -3.85519, 3.06855], [-1.22329, -2.32366, 2.49704], [-3.10855, -3.71875, 5.21407], [0.90177, 4.28556, -0.80512], [1.14752, 3.63727, 0.59174], [2.04164, 4.44268, 1.54487], [3.28586, 4.75601, 0.95354], [4.22298, 5.52311, 1.72020], [-0.16028, 3.34771, 1.18127], [0.28228, 3.63826, -1.42588], [1.89925, 4.45044, -1.21252], [0.38026, 5.22362, -0.61493], [1.60945, 2.66120, 0.44339], [2.27432, 3.88460, 2.45179], [1.43165, 5.30649, 1.80917], [4.99758, 6.01899, 1.13524], [4.79624, 4.81771, 2.32177], [3.73134, 6.20913, 2.40996], [-0.76040, 3.03418, 0.43184], [-0.15468, 2.52008, 1.76014], [4.37218, -1.63260, 4.53038], [3.65491, -1.00773, 3.32433], [4.46650, 0.14690, 2.72077], [3.80438, 0.68411, 1.58687], [4.45477, 1.75494, 0.94691], [3.54409, -2.06289, 2.33243], [5.39431, -1.94893, 4.32235], [3.82287, -2.45598, 4.98690], [4.44121, -0.82394, 5.25798], [2.64357, -0.66815, 3.54783], [5.44181, -0.20801, 2.38773], [4.63882, 0.93890, 3.44956], [3.87633, 2.14319, 0.10860], [5.41542, 1.39828, 0.57538], [4.72148, 2.59146, 1.59281], [2.86014, -2.72386, 2.67216], [4.37159, -2.64181, 2.34583], [-0.43506, -0.92771, -4.79216], [0.69085, -0.84004, -3.69849], [2.09865, -1.15803, -4.27459], [2.23876, -2.43588, -4.86046], [3.52850, -2.66496, -5.49663], [0.67724, 0.49632, -3.19607], [-0.02783, -0.47374, -5.69558], [-1.40413, -0.51586, -4.51039], [-0.59235, -1.98390, -5.01085], [0.46017, -1.50453, -2.86582], [2.73165, -1.11432, -3.38832], [2.44619, -0.35291, -4.92196], [3.51943, -3.65009, -5.96304], [4.35900, -2.66911, -4.79068], [3.73622, -1.94099, -6.28454], [1.03766, 0.47310, -2.25285], [-0.28526, 0.78855, -3.10502], [-5.36010, 0.94881, 1.61753], [-3.99188, 0.32272, 1.81460], [-3.11165, 1.07870, 2.91811], [-1.77012, 0.62006, 2.87187], [-1.01175, 1.29860, 3.90176], [-4.08989, -1.11771, 2.02269], [-5.97771, 0.80349, 2.50385], [-5.90040, 0.57376, 0.74834], [-5.29034, 2.02643, 1.46930], [-3.55420, 0.36621, 0.81728], [-3.52007, 0.84581, 3.90149], [-3.09325, 2.13484, 2.64918], [-1.25425, 0.96414, 4.91044], [-1.03496, 2.38228, 3.78696], [0.02521, 0.99020, 3.76867], [-4.40301, -1.47558, 1.13164], [-3.20753, -1.54437, 2.26659], [-3.59659, -3.15046, -2.83181], [-3.41184, -3.14720, -1.33149], [-2.00978, -2.74404, -0.90474], [-1.10711, -3.81421, -1.11692], [0.17270, -3.59130, -0.54393], [-4.51666, -2.46953, -0.66905], [-4.64270, -3.39215, -3.01986], [-2.88316, -3.84645, -3.27308], [-3.43965, -2.13371, -3.19196], [-3.60417, -4.16103, -0.98040], [-2.04248, -2.46591, 0.14867], [-1.71702, -1.85198, -1.45849], [0.58562, -2.74497, -1.09284], [0.79683, -4.47660, -0.66562], [0.15126, -3.27629, 0.49934], [-4.50838, -1.58058, -1.14842], [-5.45438, -2.77852, -0.88189], [-2.90074, 3.47873, -1.62950], [-3.16173, 2.02421, -1.65534], [-4.14679, 1.51727, -2.74097], [-4.32400, 0.08072, -2.79621], [-5.31733, -0.31756, -3.74267], [-1.88926, 1.31854, -1.93528], [-2.61171, 3.88176, -2.60013], [-2.16539, 3.73122, -0.86556], [-3.74694, 4.12092, -1.38527], [-3.45884, 1.77839, -0.63583], [-3.81784, 1.84823, -3.72604], [-5.16077, 1.88942, -2.59444], [-6.31166, 0.09353, -3.56824], [-5.46051, -1.39809, -3.74919], [-5.01355, 0.02895, -4.73047], [-1.33140, 1.22369, -1.09867], [-2.11413, 0.34350, -2.07249], [3.56738, 2.07916, -2.60444], [4.89429, 1.62912, -2.29902], [2.88737, 1.73330, -1.82593], [3.46247, 3.16345, -2.56735], [3.19686, 1.70201, -3.55763], [4.91065, 0.78406, -1.84383]], "forces_ev_per_a": [[-0.2391, -1.0343, -1.2992], [-0.2423, -0.4754, -0.4583], [3.6557, -0.7900, 1.0602], [0.0341, 2.2190, -5.9552], [-1.9374, -1.4252, 4.3136], [-1.8070, 0.4658, 1.3781], [-0.0494, -0.7134, -0.8023], [-1.7191, 0.1162, 1.9920], [-0.2730, -1.9329, -1.1658], [1.7976, 3.0229, 0.1809], [0.1766, -0.7513, -0.4215], [0.3720, -0.0339, 0.4863], [-0.4040, -1.1116, 0.1762], [0.8943, 1.0562, -1.0856], [-0.0498, -0.1642, 0.9357], [-0.2766, 0.3107, -0.0733], [0.0396, -0.1392, -0.1056], [0.1544, -0.2254, -0.5485], [-0.1728, 0.1536, -0.4886], [-0.1272, -0.0977, 0.3691], [-0.1271, -0.3216, 0.6592], [-0.0803, 0.4095, -0.2548], [-0.0700, 0.0287, -0.0926], [0.8475, -0.1084, 1.7863], [0.0340, -1.0300, -0.8353], [-0.1247, 0.1603, -0.0392], [0.2157, 0.7680, -1.1263], [-0.3471, -1.0753, 0.6715], [-0.5223, 0.3694, 0.3807], [0.1442, -0.0357, -0.0782], [-0.2943, 0.2295, -0.4415], [0.0399, 0.1518, -0.3387], [0.6286, -0.0853, -0.3697], [-0.4598, -0.3074, 0.3257], [0.2780, 0.5152, 0.2103], [-0.6574, 0.1075, -0.5799], [0.0492, -0.1342, 0.4506], [-0.0655, 0.2171, -0.1981], [-0.1508, 0.3000, -0.1899], [0.4305, 0.0719, 0.4342], [-0.3229, 1.6530, 0.6419], [1.2681, -0.4850, 0.6311], [0.3922, 0.1121, 0.4641], [-1.0195, 0.2317, 0.9994], [1.4928, 0.5300, -0.7487], [-0.6640, -0.4470, -0.4520], [-0.0561, -0.0336, -0.3262], [-0.1079, 0.0576, -0.1949], [0.1737, -0.2384, 0.4952], [0.0252, 0.0605, 0.1984], [0.2660, -0.2096, 0.0516], [-0.1132, 0.0375, 0.1382], [-0.1344, -0.3299, 0.2963], [0.0101, -0.1163, -0.3297], [-0.5775, -0.1104, 0.5012], [-0.6410, -0.0415, -0.2215], [0.5750, 0.2313, -0.4522], [1.2117, -1.0109, 0.3784], [-1.2192, 0.3481, -3.6137], [1.1159, -0.5900, 0.9543], [-0.0683, 0.2376, -0.2667], [-0.4541, 0.0132, 0.1534], [-0.6070, -2.4602, 1.3691], [-0.3275, 0.1598, -0.0554], [0.1829, 0.2552, 0.1880], [-0.0022, 0.0062, -0.1016], [0.2063, -0.2022, 0.5724], [0.4403, 0.1329, 0.1815], [-0.2962, 0.0872, -0.3779], [-0.4343, 0.0583, 0.1376], [-0.1164, 0.2776, 0.2636], [-0.1515, 0.2376, 0.0678], [1.6988, 0.9274, 1.2109], [-1.1209, 1.8355, -0.6036], [-0.2490, 0.4424, 0.7633], [0.9976, 0.0629, 0.1622], [-1.1406, -1.2715, -2.0792], [0.5615, 0.3091, 0.7169], [0.7693, -0.8122, -0.6929], [-0.6599, 0.4789, 1.0669], [-0.1246, -0.1325, -0.0059], [0.1582, -0.3537, 0.0433], [0.1890, 0.1420, -0.0191], [0.9464, 1.0177, -0.0949], [-0.2381, 0.3477, 0.1050], [-0.3609, 0.2475, 0.4046], [-0.5791, 0.1552, -0.0262], [-0.3953, 0.0562, 0.1049], [0.0902, -0.0278, -0.2256], [0.0527, -0.8181, 0.0518], [0.0885, 0.1702, -0.1755], [0.2828, 0.2405, 0.2467], [-1.1963, -2.3688, 0.0071], [-0.4203, -0.1869, 0.6296], [-0.4676, -0.2284, 0.3219], [-0.3234, 0.6825, -0.6965], [0.7146, 2.3126, 0.1031], [0.1917, -0.4048, -0.3890], [-0.2441, 0.0160, -0.3542], [0.2119, -0.0094, -0.2528], [0.8422, -0.4670, -0.1156], [0.1008, 0.0122, 0.3169], [0.3550, 0.3715, -0.3282], [0.7196, 0.0626, -0.0104], [-0.1955, 0.1161, -0.0933], [-0.3023, -0.2084, 0.2823], [-0.3126, 0.9891, 0.2520], [0.1838, -0.9837, -0.1550], [-0.3633, 1.8429, -0.5883], [0.1127, -1.7268, -0.4856], [-0.9899, -0.1273, 0.1750], [0.3581, 0.0771, 0.6227], [0.0997, 0.4386, -0.2752], [0.4530, -0.5056, -0.3688], [0.5445, -0.2127, -0.0692], [0.2091, -0.0830, -0.2259], [-0.4633, -0.4349, 0.2608], [-0.6041, -0.4574, -0.0864], [0.2619, 0.1881, -0.1145], [0.0487, 0.6093, 0.2137], [0.0097, 0.3980, 0.4432], [0.4975, 0.1186, 0.1483], [0.0181, -0.1674, -0.2501], [-0.1253, 0.6867, 0.0724], [-0.5145, -0.4408, -0.2858], [0.4079, -0.8266, 1.1284], [-0.3863, 1.4049, -0.8685], [-0.2674, -0.2009, 0.1189], [0.5836, 0.0352, -0.2723], [0.1077, 0.0093, -0.3487], [-0.4642, -0.4809, 0.1785]], "homo_energy_ev": [-10.72, -10.72], "total_charge": 1, "lumo_energy_ha": [-0.0657, -0.2567], "multiplicity": 2, "largest_force_ha_per_bohr": 0.12359, "s_squared": 0.75, "gap_ev": [8.9, 3.7]}

---

- Number 2 is which compound?
  C5H14O